(1)
Here is C44H58N11O5P as an isolated structure from OMol25. Energies are from the ωB97M-V functional and the def2-TZVPD basis.

CARTESIAN COORDINATES (ANGSTROEM)
O 38.99 11.59 27.08
H 39.57 12.44 26.96
H 37.98 11.78 26.69
H 38.67 11.59 27.98
P 36.72 13.15 28.36
O 37.68 14.13 28.77
O 37.38 11.77 28.83
O 37.00 13.02 26.91
O 35.32 13.27 28.72
N 33.79 12.46 30.59
C 32.40 12.64 30.77
C 32.01 12.18 32.00
C 33.24 11.58 32.57
C 34.38 11.94 31.75
H 34.24 12.95 29.65
H 31.85 13.18 29.95
H 31.16 12.18 32.49
H 33.30 11.21 33.73
H 35.52 11.56 31.65
N 37.90 16.84 28.50
C 37.08 17.72 29.15
C 37.27 19.02 28.54
C 38.38 18.74 27.54
C 38.71 17.49 27.55
H 37.86 15.81 28.71
H 36.52 17.26 29.92
H 36.96 19.77 28.87
H 38.88 19.49 27.00
H 39.43 16.92 27.03
N 34.14 15.44 28.98
C 33.99 16.43 28.10
C 33.39 17.59 28.61
C 33.12 17.15 30.04
C 33.66 15.90 30.18
H 34.62 14.34 28.67
H 34.50 16.35 27.15
H 33.28 18.53 28.18
H 32.72 17.79 30.76
H 33.72 15.28 30.99
N 38.05 15.27 31.14
C 39.13 16.01 31.56
C 38.90 16.28 32.88
C 37.72 15.38 33.30
C 37.27 14.84 32.16
H 37.83 14.90 30.06
H 39.95 16.31 31.18
H 39.32 16.98 33.57
H 37.33 15.45 34.19
H 36.41 14.20 32.02
N 36.19 14.42 25.03
C 36.17 15.81 24.98
C 35.42 16.31 23.98
C 34.80 15.03 23.37
C 35.28 13.97 24.04
H 36.62 13.74 25.84
H 36.85 16.13 25.75
H 35.22 17.26 23.70
H 34.33 14.96 22.48
H 34.93 12.87 23.95
N 40.34 9.74 29.52
C 39.97 8.44 29.34
C 41.05 7.92 28.61
C 42.18 8.99 28.67
C 41.61 10.17 29.11
H 39.71 10.34 29.82
H 39.05 8.26 29.46
H 41.12 6.86 28.33
H 43.13 9.18 28.17
H 41.81 11.06 29.07
N 38.43 11.48 30.86
C 39.44 12.28 31.29
C 39.98 11.70 32.41
C 39.22 10.43 32.65
C 38.27 10.35 31.65
H 37.96 11.49 29.90
H 39.87 13.13 30.77
H 40.73 12.14 33.01
H 39.39 9.51 33.50
H 37.59 9.54 31.40
N 36.76 11.35 25.07
C 36.04 10.16 25.10
C 36.23 9.48 23.98
C 37.11 10.35 23.22
C 37.55 11.37 24.03
H 36.66 12.09 25.80
H 35.42 9.82 25.77
H 35.76 8.60 23.58
H 37.43 10.13 22.21
H 38.15 12.34 24.00
N 39.88 14.31 27.65
C 39.90 14.16 26.23
C 41.21 14.07 25.92
C 41.98 13.82 27.29
C 41.04 14.12 28.24
H 38.90 14.51 28.08
H 39.11 14.38 25.64
H 41.51 13.97 24.85
H 43.10 13.55 27.39
H 41.26 14.17 29.26
N 36.60 9.41 28.86
C 35.58 8.93 29.65
C 35.33 7.62 29.16
C 36.16 7.38 27.94
C 36.86 8.56 27.80
H 36.94 10.53 28.80
H 35.07 9.55 30.47
H 34.43 7.13 29.57
H 36.02 6.64 27.19
H 37.71 8.77 27.40
N 33.36 12.22 27.27
C 32.89 10.87 27.38
C 31.67 10.88 26.65
C 31.40 12.22 26.09
C 32.53 12.97 26.40
H 34.17 12.40 27.97
H 33.51 10.29 27.92
H 30.97 10.25 26.70
H 30.44 12.63 25.65
H 32.78 14.05 26.09

Charge = -2
Energy = -82474.64490 eV
Strongest force on any atom = 0.327 Eh/bohr
HOMO energy = -3.2 eV

Results of the Mulliken charge analysis, in e, for atoms 1 through 5: -0.8839, 0.5140, -0.1083, 0.0109, -1.2067

---

(2)
Here is C44H59IrNO3P3Si as an isolated structure from OMol25. Energies are from the ωB97M-V functional and the def2-TZVPD basis.

CARTESIAN COORDINATES (ANGSTROEM)
Ir 12.94 11.62 11.95
C 14.84 15.56 14.49
C 14.56 14.48 13.44
C 14.53 14.90 11.96
P 13.08 13.41 13.62
C 11.63 14.59 13.73
C 11.93 16.05 14.16
C 10.58 14.38 12.56
C 13.35 12.66 15.23
C 14.59 12.84 15.83
C 14.86 12.35 17.19
C 13.85 11.82 17.88
C 12.51 11.76 17.37
C 12.32 12.09 16.05
Si 12.24 9.66 12.84
C 11.06 8.84 14.22
C 11.21 8.38 15.55
C 10.19 7.66 16.17
C 8.91 7.40 15.41
C 8.72 7.89 14.16
C 9.90 8.42 13.54
P 10.15 8.95 11.86
C 10.61 7.62 10.68
C 10.34 6.18 11.24
C 11.94 7.65 9.92
C 8.64 9.75 11.11
C 8.04 10.71 12.13
C 7.55 8.80 10.56
C 13.50 8.28 12.55
C 13.62 7.13 13.28
C 14.61 6.24 12.91
C 15.57 6.54 11.94
C 15.36 7.75 11.21
C 14.41 8.69 11.61
P 14.68 10.43 11.43
C 16.19 10.75 12.63
C 17.39 11.62 12.21
C 16.65 9.50 13.35
C 15.45 10.64 9.69
C 14.76 9.79 8.61
C 15.47 12.12 9.22
H 15.86 15.50 14.81
H 14.24 15.46 15.42
H 14.75 16.56 14.07
H 15.35 13.68 13.50
H 14.58 14.02 11.25
H 15.41 15.46 11.78
H 13.62 15.41 11.72
H 11.03 14.20 14.57
H 12.73 16.59 13.66
H 12.12 16.27 15.18
H 10.96 16.53 13.89
H 10.24 13.27 12.56
H 10.86 14.80 11.61
H 9.69 14.98 12.83
H 15.38 13.36 15.32
H 15.88 12.37 17.52
H 14.06 11.51 18.89
H 11.66 11.40 17.97
H 12.17 8.64 16.03
H 10.34 7.06 17.15
H 8.19 6.81 15.92
H 7.83 7.90 13.60
H 9.81 7.79 9.93
H 11.05 5.50 10.80
H 9.43 5.82 10.79
H 10.19 6.13 12.27
H 12.73 7.10 10.47
H 12.16 8.69 9.63
H 11.70 7.08 9.01
H 9.09 10.30 10.25
H 7.11 10.22 12.41
H 7.87 11.75 11.77
H 8.64 10.75 13.07
H 6.52 9.23 10.63
H 7.64 7.78 10.99
H 7.71 8.57 9.47
H 12.87 7.01 14.05
H 14.80 5.37 13.58
H 16.38 5.89 11.59
H 15.91 7.98 10.26
H 15.70 11.28 13.49
H 18.20 10.99 11.93
H 17.66 12.22 13.08
H 17.12 12.33 11.35
H 17.20 8.84 12.63
H 15.86 8.81 13.74
H 17.32 9.81 14.13
H 16.45 10.28 9.88
H 13.78 10.24 8.50
H 14.78 8.68 8.81
H 15.26 9.94 7.62
H 15.66 12.21 8.13
H 16.24 12.66 9.70
H 14.59 12.72 9.49
N 10.18 11.38 14.67
C 11.13 11.72 15.31
O 9.52 11.63 7.59
C 9.96 12.93 7.75
C 9.33 13.90 6.98
C 9.88 15.23 6.89
C 10.97 15.58 7.66
C 11.55 14.63 8.51
C 11.02 13.29 8.62
C 11.48 12.27 9.53
O 12.11 12.74 10.54
O 11.20 11.10 9.39
H 10.16 11.10 8.16
H 8.42 13.70 6.43
H 9.26 15.93 6.32
H 11.41 16.55 7.48
H 12.37 14.89 9.17

Charge = 0
Energy = -92795.25430 eV
Strongest force on any atom = 0.096 Eh/bohr
Spin multiplicity = 5
HOMO energy (alpha / beta) = -3.8 / -7.7 eV

Results of the Mulliken charge analysis, in e, for atoms 1 through 5: 1.0407, -2.1996, 1.4353, -1.8266, 0.0218

---

(3)
Here is C44H59N10O5PSSeSi2Sr as an isolated structure from OMol25. Energies are from the ωB97M-V functional and the def2-TZVPD basis.

CARTESIAN COORDINATES (ANGSTROEM)
Sr -0.79 -1.10 -1.08
Se -6.10 7.22 0.00
N -5.07 6.39 1.21
C -4.70 5.26 0.68
C -3.86 4.29 1.36
C -3.46 4.47 2.69
C -2.70 3.50 3.29
C -2.35 2.37 2.54
N -2.71 2.19 1.28
C -3.46 3.12 0.70
C -3.93 2.85 -0.68
N -3.53 1.71 -1.26
C -4.02 1.42 -2.46
C -4.92 2.23 -3.15
C -5.30 3.42 -2.58
C -4.80 3.74 -1.32
C -5.17 4.99 -0.66
N -5.93 5.89 -1.20
H -3.77 5.37 3.21
H -2.38 3.58 4.31
H -1.74 1.59 2.96
H -3.66 0.50 -2.90
H -5.28 1.92 -4.12
H -5.97 4.10 -3.08
C -3.68 -2.62 -3.69
Si -2.62 -1.38 -4.66
C -1.76 -2.40 -5.99
C -3.86 -0.28 -5.58
C -1.43 -0.51 -3.58
Si -0.49 1.02 -3.85
C 0.68 1.04 -5.33
C -1.42 2.66 -3.97
C 0.63 1.19 -2.29
H -4.40 -3.12 -4.35
H -4.26 -2.12 -2.90
H -3.08 -3.39 -3.21
H -2.42 -3.14 -6.44
H -0.89 -2.93 -5.58
H -1.38 -1.75 -6.79
H -4.22 -0.84 -6.45
H -3.41 0.64 -5.96
H -4.74 -0.01 -5.00
H -0.58 -1.21 -3.67
H 0.09 1.09 -6.25
H 1.29 0.13 -5.38
H 1.35 1.90 -5.31
H -2.19 2.65 -4.74
H -0.70 3.43 -4.23
H -1.90 2.96 -3.03
H 1.26 0.31 -2.17
H -0.01 1.33 -1.39
H 1.30 2.06 -2.31
N 4.57 -5.24 2.29
C 3.26 -5.49 2.01
O 2.77 -6.60 2.09
C 2.43 -4.30 1.63
C 1.06 -4.36 1.84
C 0.27 -3.30 1.44
N 0.75 -2.20 0.87
C 2.07 -2.14 0.68
C 2.94 -3.15 1.04
H 5.17 -6.02 2.48
H 4.97 -4.33 2.19
H 0.62 -5.25 2.27
H -0.80 -3.34 1.59
H 2.45 -1.26 0.18
H 3.99 -3.04 0.79
O -0.04 0.26 2.78
P 1.17 0.95 3.30
N 2.02 1.92 2.27
C 3.14 1.46 1.45
C 3.58 2.74 0.74
C 2.25 3.43 0.43
C 1.30 2.98 1.55
N 0.73 2.05 4.47
C -0.26 1.68 5.49
C -0.40 2.94 6.38
C 0.54 3.98 5.75
C 1.56 3.13 5.00
N 2.30 -0.12 3.86
C 3.41 0.34 4.70
C 4.30 -0.89 4.76
C 3.31 -2.06 4.77
C 1.96 -1.46 4.32
H 2.82 0.71 0.72
H 3.93 1.01 2.06
H 4.17 2.53 -0.15
H 4.18 3.34 1.42
H 1.87 3.11 -0.54
H 2.35 4.52 0.40
H 0.36 2.60 1.14
H 1.04 3.80 2.23
H 0.08 0.83 6.09
H -1.20 1.37 5.02
H -0.11 2.71 7.40
H -1.43 3.29 6.41
H 1.01 4.62 6.50
H 0.01 4.61 5.05
H 2.33 2.75 5.69
H 2.06 3.66 4.19
H 3.05 0.61 5.70
H 3.89 1.22 4.27
H 4.97 -0.88 5.62
H 4.93 -0.92 3.86
H 3.22 -2.51 5.76
H 3.62 -2.86 4.09
H 1.26 -1.43 5.16
H 1.48 -2.02 3.52
O -0.89 -3.56 -1.37
C 0.16 -3.56 -2.04
N 0.94 -2.47 -2.14
S 2.22 -2.75 -3.12
O 2.14 -1.97 -4.32
O 3.43 -2.67 -2.34
C 1.83 -4.43 -3.46
C 2.49 -5.34 -4.25
C 1.94 -6.61 -4.35
C 0.76 -6.94 -3.68
C 0.10 -6.01 -2.89
C 0.66 -4.74 -2.79
H 3.40 -5.09 -4.78
H 2.42 -7.36 -4.96
H 0.35 -7.94 -3.78
H -0.81 -6.24 -2.37

Charge = 0
Energy = -173792.70472 eV
Strongest force on any atom = 0.023 Eh/bohr
HOMO energy = -6.8 eV

Results of the Mulliken charge analysis, in e, for atoms 1 through 5: 1.3312, 0.1934, -0.8753, 0.8830, 0.6495

---

(4)
Here is C44H59N3OsP as an isolated structure from OMol25. Energies are from the ωB97M-V functional and the def2-TZVPD basis.

CARTESIAN COORDINATES (ANGSTROEM)
Os 0.26 0.34 0.02
C 4.34 -1.33 1.61
C 3.68 -0.28 2.51
C 2.85 -0.89 3.65
C 2.90 0.78 1.76
C 2.61 0.74 0.38
C 2.12 1.91 -0.29
C 1.90 3.10 0.41
C 1.55 4.37 -0.28
C 2.12 3.09 1.79
C 2.61 1.97 2.45
H 4.85 -2.06 2.23
H 5.08 -0.87 0.96
H 3.63 -1.87 0.98
H 4.49 0.27 2.98
H 1.96 -1.41 3.28
H 2.52 -0.13 4.35
H 3.44 -1.61 4.20
H 3.05 -0.04 -0.23
H 2.14 1.92 -1.37
H 2.24 5.16 0.02
H 0.55 4.71 0.00
H 1.60 4.28 -1.36
H 1.98 4.01 2.35
H 2.85 2.05 3.50
C 1.25 -4.91 0.98
C 1.27 -3.64 1.54
C 1.19 -2.53 0.71
C 1.07 -2.68 -0.67
C 1.06 -3.96 -1.23
C 1.16 -5.07 -0.40
P 0.93 -1.21 -1.71
C -0.25 -1.69 -3.00
C -0.05 -1.34 -4.33
C -0.98 -1.70 -5.29
C -2.11 -2.42 -4.94
C -2.31 -2.80 -3.62
C -1.38 -2.45 -2.65
C 2.56 -0.94 -2.46
C 3.58 -1.86 -2.21
C 4.84 -1.67 -2.76
C 5.09 -0.57 -3.56
C 4.08 0.36 -3.81
C 2.82 0.18 -3.26
H 1.32 -5.78 1.62
H 1.37 -3.52 2.61
H 1.27 -1.54 1.17
H 0.97 -4.09 -2.30
H 1.16 -6.06 -0.83
H 0.84 -0.79 -4.63
H -0.81 -1.43 -6.33
H -2.83 -2.70 -5.70
H -3.16 -3.41 -3.35
H -1.49 -2.86 -1.65
H 3.40 -2.73 -1.60
H 5.62 -2.40 -2.57
H 6.07 -0.43 -3.99
H 4.28 1.21 -4.44
H 2.05 0.90 -3.49
C -0.43 1.86 4.23
C -1.19 2.24 3.00
C -2.39 2.93 3.07
C -3.16 3.24 1.94
C -4.47 3.96 2.08
C -2.69 2.87 0.69
C -1.45 2.23 0.57
C -0.73 1.92 1.73
N -0.89 1.67 -0.59
C -1.35 2.12 -1.97
C -0.29 1.80 -3.00
C -2.62 1.30 -2.28
C -1.57 3.64 -2.06
H -1.07 1.31 4.92
H -0.08 2.74 4.77
H 0.43 1.23 4.00
H -2.77 3.22 4.05
H -4.73 4.12 3.12
H -5.27 3.39 1.61
H -4.43 4.93 1.59
H -3.33 3.05 -0.16
H 0.26 1.43 1.74
H -0.01 0.76 -2.99
H 0.58 2.44 -2.86
H -0.69 2.01 -3.99
H -2.35 0.26 -2.49
H -3.09 1.71 -3.18
H -3.35 1.33 -1.48
H -0.67 4.17 -1.77
H -2.40 4.04 -1.51
H -1.75 3.86 -3.11
C -2.14 -2.24 2.99
C -3.09 -1.56 2.02
C -4.20 -0.83 2.77
C -3.68 -2.57 1.03
N -2.35 -0.47 1.31
N -1.35 -0.97 0.41
H -2.69 -2.96 3.60
H -1.68 -1.51 3.66
H -1.35 -2.81 2.49
H -4.80 -1.55 3.33
H -4.87 -0.32 2.08
H -3.78 -0.11 3.47
H -4.30 -3.29 1.56
H -2.91 -3.15 0.51
H -4.31 -2.08 0.28
H -3.00 0.08 0.76
H -1.77 -1.29 -0.46
H -0.97 -1.81 0.85

Charge = +3
Energy = -62786.85797 eV
Strongest force on any atom = 0.009 Eh/bohr
HOMO energy (alpha / beta) = -16.8 / -16.8 eV

Results of the Mulliken charge analysis, in e, for atoms 1 through 5: 1.3846, -1.6016, 0.1557, -1.2437, 0.8307